## i
# C50H108N7O5

A structure of composition C50H108N7O5 (ωB97M-V/def2-TZVPD, the OMol25 dataset).

As for the net charge: +5.

Each line ends with the Löwdin charge.
Element x y z (Å)
O  -0.117  0.894  -0.032  -0.09
O  -0.749  -1.117  -0.312  -0.06
O  0.779  5.308  1.470  0.14
O  1.341  -0.621  -0.262  -0.14
O  -2.656  -6.475  -0.829  0.20
N  0.121  -0.302  -0.157  -0.42
N  -1.863  -5.475  -0.249  0.15
N  3.636  -2.209  -0.942  -0.15
N  2.895  2.288  0.144  -0.15
N  -0.388  5.335  0.692  0.20
N  -2.291  0.351  -2.615  -0.14
N  -1.586  -0.253  3.202  -0.17
C  2.401  3.025  1.336  -0.10
C  -0.888  7.660  1.484  -0.01
C  -2.787  -0.188  -1.225  0.04
C  0.657  -0.851  2.158  -0.11
C  0.438  0.601  2.339  -0.18
C  2.600  1.791  -2.432  -0.17
C  0.417  3.948  -1.133  -0.03
C  4.364  2.828  -0.136  0.08
C  -0.969  2.832  0.737  -0.02
C  0.497  -5.724  -1.073  0.05
C  -1.917  -0.638  7.132  -0.07
C  -2.887  -0.518  -3.784  -0.03
C  -0.703  -1.435  -3.254  -0.20
C  -0.238  -7.118  0.928  -0.01
C  -0.763  0.089  -2.930  -0.06
C  -2.357  -4.018  -0.497  -0.36
C  4.059  -1.499  0.382  0.05
C  0.021  -4.704  1.352  -0.06
C  -0.782  4.086  -0.153  -0.33
C  2.008  -1.612  -2.852  -0.07
C  -1.748  -3.078  0.556  -0.14
C  2.831  2.174  2.528  -0.10
C  -0.407  -5.775  0.275  -0.35
C  -1.956  -3.687  -1.925  -0.02
C  -3.043  -0.569  2.766  0.08
C  -2.002  4.399  -0.956  -0.13
C  -3.937  -3.925  -0.253  0.02
C  -0.681  -1.413  2.656  -0.10
C  -2.650  6.444  0.236  -0.11
C  4.767  -2.977  -1.636  -0.08
C  -1.561  0.052  4.743  -0.09
C  1.846  2.043  -3.692  -0.04
C  -1.811  -1.153  5.651  -0.20
C  1.459  -2.870  -2.056  -0.13
C  -1.907  -1.671  -4.129  -0.10
C  -3.153  5.100  -0.160  -0.16
C  -2.726  1.897  -2.741  -0.05
C  3.204  0.866  0.520  -0.22
C  -2.010  5.873  2.679  0.00
C  2.068  2.529  -1.158  -0.14
C  3.121  -1.089  -1.893  -0.13
C  -0.271  -3.246  0.947  -0.18
C  -1.514  6.291  1.304  -0.40
C  -4.285  2.149  -2.695  -0.15
C  2.298  -2.958  -0.752  -0.07
C  -1.026  0.930  2.355  -0.09
C  5.440  -4.062  -0.783  -0.22
C  3.587  0.953  1.993  -0.10
C  6.617  -4.884  -1.356  -0.05
C  -4.847  3.575  -2.322  -0.05
H  0.811  -1.287  1.171  0.07
H  1.032  1.359  -3.931  0.05
H  -4.314  4.069  -1.510  0.00
H  -3.959  5.269  -0.873  0.10
H  -3.399  7.030  0.769  0.15
H  -0.055  -2.564  1.769  0.04
H  -4.673  1.512  -1.900  0.09
H  4.407  3.878  -0.424  0.13
H  -0.635  -2.267  3.333  0.16
H  -2.281  -3.427  1.440  0.14
H  2.650  -0.310  -1.294  0.05
H  -4.266  -2.889  -0.184  0.09
H  -1.827  4.965  -1.871  0.15
H  -1.280  1.883  2.819  0.14
H  2.226  0.410  0.371  0.06
H  0.400  -2.678  -1.884  0.03
H  -0.615  -1.878  -2.262  0.04
H  0.536  -4.730  -1.518  0.02
H  -4.506  -4.495  0.482  0.11
H  4.421  -2.024  1.266  0.13
H  -2.002  -4.590  -2.535  0.13
H  6.268  -5.455  -2.216  0.09
H  0.802  -7.267  1.216  0.12
H  -4.762  1.716  -3.574  0.12
H  1.462  -1.054  2.864  0.15
H  -0.582  0.476  4.967  0.14
H  -1.914  2.894  1.277  0.10
H  0.398  2.961  -1.596  0.08
H  1.153  -0.939  -2.921  0.05
H  2.765  4.052  1.295  0.14
H  1.469  3.059  -3.577  0.09
H  -0.433  7.765  2.469  0.10
H  -0.052  7.814  0.803  0.10
H  2.389  -1.979  -3.805  0.14
H  1.025  -4.899  1.731  0.14
H  1.001  1.248  1.666  0.08
H  2.708  0.718  -2.270  0.05
H  5.368  -2.120  -1.939  0.14
H  -2.362  0.786  4.834  0.13
H  1.956  1.871  3.103  0.08
H  4.828  2.216  -0.910  0.10
H  0.476  4.787  -1.826  0.15
H  -3.876  -0.235  -1.209  0.11
H  4.669  0.877  2.100  0.14
H  -2.101  -2.081  0.292  0.08
H  1.711  -2.386  -0.033  0.07
H  2.556  2.057  -4.519  0.11
H  -1.279  5.746  3.478  0.10
H  -2.430  -1.215  -1.143  0.06
H  -2.249  2.348  -1.871  0.06
H  0.421  -2.785  0.242  0.06
H  -1.643  8.422  1.288  0.12
H  4.370  -3.523  -2.492  0.15
H  -0.469  -4.850  2.315  0.13
H  1.968  3.609  -1.261  0.06
H  5.683  -3.517  0.129  0.10
H  0.872  0.821  3.315  0.12
H  1.106  2.077  -0.915  0.09
H  -2.636  -1.741  5.248  0.11
H  -0.566  -7.934  0.285  0.11
H  -3.615  0.230  3.238  0.12
H  -2.331  7.006  -0.642  0.15
H  1.424  3.983  -0.717  0.03
H  -3.211  -1.518  3.274  0.11
H  1.529  -5.686  -0.725  0.09
H  3.111  0.136  2.535  0.11
H  6.941  -5.507  -0.522  0.09
H  4.905  -0.928  0.000  0.13
H  0.134  -1.624  -3.927  0.13
H  -2.258  2.212  -3.674  0.14
H  3.608  2.171  -2.596  0.13
H  2.422  -3.992  -0.434  0.12
H  -5.872  3.630  -1.957  0.10
H  -1.916  -1.486  -5.203  0.14
H  3.299  -0.779  0.684  0.03
H  -3.471  4.443  0.650  0.13
H  -0.105  0.316  -2.091  0.10
H  -0.952  -1.823  5.687  0.11
H  -2.109  -2.713  -3.879  0.10
H  3.889  0.414  -0.197  0.09
H  -0.746  1.898  0.222  -0.05
H  -2.778  6.557  3.041  0.13
H  -2.746  -3.064  -2.343  0.09
H  -3.760  -0.960  -3.304  0.13
H  1.268  -3.784  -2.617  0.12
H  -1.500  0.860  1.376  0.10
H  -1.190  -1.727  1.745  0.06
H  -0.778  -7.119  1.875  0.11
H  -2.339  4.845  2.830  0.08
H  -0.913  -3.381  -2.003  0.05
H  0.280  -6.475  -1.832  0.12
H  -3.119  -0.572  1.678  0.09
H  7.419  -4.223  -1.686  0.09
H  -3.090  0.192  -4.585  0.14
H  -0.460  0.706  -3.776  0.12
H  4.693  -4.774  -0.433  0.11
H  -4.845  4.170  -3.235  0.10
H  3.967  -0.637  -2.410  0.15
H  -1.061  -0.172  7.621  0.09
H  -2.409  0.518  -0.486  0.09
H  -2.119  -1.394  7.891  0.09
H  1.339  3.233  1.209  0.08
H  4.980  2.737  0.758  0.12
H  -2.782  0.003  7.303  0.08
H  -0.287  2.649  1.567  0.07
H  3.496  2.684  3.225  0.15
H  -2.209  3.402  -1.347  0.05
H  -4.472  -4.436  -1.053  0.10

## ii
# C50H108N7O5

A cluster of 7 separate species, C50H108N7O5 in total (ωB97M-V/def2-TZVPD, the OMol25 dataset).

As for the net charge: +5.

Each line ends with the Löwdin charge.
Element x y z (Å)
O  0.819  0.800  0.911  -0.04
O  -0.900  -5.132  -4.695  0.19
O  3.114  4.391  6.393  0.22
O  -1.189  1.035  0.125  -0.08
O  0.105  -0.448  -0.700  -0.07
N  0.400  -3.582  3.088  -0.23
N  2.240  3.631  5.800  0.10
N  -0.075  0.432  0.159  -0.63
N  0.366  -4.905  -4.921  0.13
N  -3.575  -0.739  -3.016  -0.23
N  -3.995  4.068  0.773  -0.22
N  4.067  1.446  -1.709  -0.21
C  2.793  3.399  -0.934  -0.16
C  2.876  3.834  3.445  0.00
C  -3.516  -2.216  -2.850  -0.10
C  -0.202  -4.952  5.216  -0.21
C  -0.596  -6.394  5.649  -0.08
C  -1.304  2.004  -4.769  -0.07
C  -1.846  4.716  -0.457  -0.10
C  -4.825  -1.162  -1.028  -0.13
C  1.911  -3.460  3.382  0.05
C  -4.306  -2.502  -1.576  -0.11
C  6.325  -1.330  -3.644  -0.07
C  4.070  0.587  -0.419  0.04
C  -4.819  5.354  0.788  -0.10
C  0.154  -3.492  1.554  -0.08
C  -1.359  -1.829  2.548  -0.13
C  5.026  2.675  -1.544  -0.06
C  0.356  4.148  7.482  -0.01
C  1.031  -3.642  -4.316  -0.42
C  -2.375  -0.128  -3.778  -0.09
C  -4.858  -0.443  -3.876  0.05
C  -0.138  -4.913  3.693  -0.10
C  1.851  1.644  4.304  -0.14
C  -2.802  4.001  1.736  -0.09
C  0.513  -7.005  -6.274  -0.01
C  3.253  -4.884  -4.698  -0.15
C  -0.052  2.482  5.716  -0.11
C  1.207  -7.165  -3.947  -0.01
C  -3.208  3.987  -0.555  -0.11
C  0.714  3.804  6.059  -0.38
C  2.452  -3.554  -4.793  -0.14
C  -4.832  2.777  0.859  0.03
C  -6.631  6.767  2.122  -0.05
C  0.230  -2.488  -4.972  -0.01
C  4.172  2.182  4.954  -0.01
C  -5.727  5.525  2.009  -0.23
C  1.194  -6.235  -5.146  -0.41
C  2.780  2.834  4.591  -0.41
C  -0.260  -2.242  3.540  -0.07
C  5.940  -0.069  -2.808  -0.20
C  4.226  3.883  -0.997  -0.13
C  0.927  -3.632  -2.780  0.01
C  -3.972  -0.098  -1.710  -0.12
C  0.311  5.029  5.106  0.03
C  -1.220  -2.893  1.514  -0.19
C  -1.588  4.705  1.101  -0.15
C  4.503  0.530  -2.929  -0.08
C  2.615  -5.840  -5.657  -0.12
C  2.741  2.245  -1.965  -0.08
C  -2.444  1.407  -3.992  -0.23
C  0.337  1.851  4.373  -0.17
H  -1.526  -2.614  0.505  0.11
H  -4.549  -1.220  0.025  0.11
H  -3.022  4.404  2.723  0.13
H  2.581  -3.147  -5.796  0.14
H  -5.879  -0.904  -1.109  0.13
H  -3.668  -3.000  -0.847  0.10
H  -0.780  5.024  5.082  0.10
H  -6.272  4.579  2.034  0.10
H  2.059  1.031  5.184  0.13
H  -1.542  -0.313  -3.097  0.12
H  4.250  -4.670  -5.085  0.13
H  -5.511  2.954  0.024  0.11
H  0.553  3.284  8.116  0.11
H  0.902  -2.627  -2.358  0.09
H  1.912  -3.327  4.462  0.10
H  4.584  4.591  -1.743  0.13
H  -0.048  -6.341  -6.934  0.10
H  -2.353  -2.022  2.951  0.13
H  2.799  -2.728  -4.168  0.12
H  -3.345  1.589  -4.579  0.11
H  1.490  -6.759  -2.972  0.08
H  -5.296  5.249  -0.186  0.14
H  -1.956  -3.648  1.796  0.12
H  -2.971  2.943  -0.759  0.09
H  6.688  0.723  -2.854  0.11
H  2.296  -4.444  3.116  0.11
H  -5.459  2.528  1.713  0.11
H  2.263  1.158  3.421  0.12
H  0.396  -2.439  -6.048  0.11
H  6.623  -0.987  -4.635  0.08
H  3.130  -6.800  -5.695  0.14
H  -2.473  -2.535  -2.888  0.12
H  -4.372  0.900  -1.875  0.12
H  -4.150  6.215  0.825  0.15
H  3.761  -0.268  -2.904  0.11
H  1.919  3.990  2.950  0.07
H  5.479  2.809  -2.524  0.14
H  -0.085  2.305  3.473  0.10
H  -0.657  -6.567  6.725  0.09
H  3.757  3.569  2.861  0.10
H  4.458  1.429  4.223  0.10
H  -1.025  4.139  -0.875  0.10
H  6.045  -0.407  -1.775  0.09
H  0.160  -7.140  5.398  0.08
H  -1.020  -4.344  5.605  0.11
H  -1.123  2.588  5.896  0.14
H  -1.887  5.759  -0.767  0.12
H  -2.262  -0.714  -4.689  0.13
H  -1.135  -5.066  3.283  0.13
H  0.246  -7.485  -3.537  0.10
H  5.694  2.334  -0.754  0.13
H  -1.216  5.623  1.559  0.11
H  7.170  -1.919  -3.287  0.09
H  -1.690  2.822  -5.376  0.09
H  -3.861  -2.690  -3.769  0.14
H  0.237  -4.478  1.099  0.14
H  -5.734  -0.898  -3.416  0.11
H  0.775  5.986  5.330  0.11
H  2.734  2.605  -2.993  0.13
H  -0.148  0.881  4.243  0.10
H  5.090  0.305  -0.164  0.09
H  -6.009  7.660  2.169  0.09
H  -4.221  1.915  0.596  0.08
H  0.887  5.029  7.841  0.11
H  4.455  1.809  5.941  0.10
H  -4.810  -0.836  -4.891  0.12
H  -2.993  0.016  -1.237  0.11
H  -0.525  -2.238  4.596  0.13
H  0.002  -3.969  -2.305  0.09
H  -5.132  5.472  2.923  0.11
H  1.794  -8.058  -4.154  0.13
H  4.371  1.181  -3.792  0.13
H  3.463  -0.287  -0.648  0.10
H  -3.837  4.345  -1.370  0.14
H  1.845  1.645  -1.807  0.11
H  -0.249  -7.683  -5.891  0.10
H  0.582  -5.636  3.311  0.13
H  5.544  -2.090  -3.693  0.06
H  3.125  4.820  3.840  0.10
H  2.343  -2.656  2.791  0.10
H  4.943  2.954  5.020  0.09
H  0.095  1.702  6.466  0.13
H  0.417  -1.560  -4.431  0.09
H  3.294  -5.201  -3.656  0.11
H  0.712  -4.526  5.629  0.11
H  -1.172  -0.782  2.316  0.10
H  -0.648  4.169  1.247  0.09
H  3.712  1.227  0.385  0.09
H  -1.569  -6.802  5.376  0.09
H  1.637  -4.338  -2.350  0.09
H  0.930  -2.837  1.158  0.12
H  -7.279  6.849  1.250  0.09
H  -0.997  1.215  -5.457  0.08
H  2.223  4.247  -1.316  0.13
H  2.596  -5.416  -6.661  0.14
H  -2.496  2.957  1.792  0.11
H  -7.214  6.600  3.026  0.09
H  -2.585  1.947  -3.054  0.10
H  1.272  -7.518  -6.861  0.11
H  4.346  4.251  0.022  0.12
H  -0.448  2.360  -4.196  0.07
H  0.414  4.789  4.046  0.05
H  -0.859  -2.548  -4.953  0.06
H  -5.030  0.631  -3.904  0.10
H  -0.719  4.303  7.568  0.11
H  -5.170  -3.149  -1.723  0.13
H  0.529  -1.505  3.384  0.11
H  2.387  2.930  -0.039  0.09

ii is the most stable structure; the next one sits 0.9521 hartree above it.

## i
# C4H9O3

A structure of composition C4H9O3 (ωB97M-V/def2-TZVPD, the OMol25 dataset).

As for the net charge: -1.

Each line ends with the Löwdin charge.
Element x y z (Å)
O  -1.079  0.458  1.788  0.02
O  0.036  -1.433  -1.258  -0.32
O  1.110  -0.265  1.517  -0.01
C  -0.167  -0.345  1.903  -0.50
C  -1.185  0.929  -1.191  -0.15
C  0.948  -0.440  -1.381  -0.53
C  0.335  0.966  -1.054  -0.27
H  0.577  1.251  -0.032  0.06
H  0.297  -0.515  0.655  0.18
H  1.403  -0.375  -2.400  0.08
H  -1.568  0.272  -0.423  0.03
H  1.798  -0.583  -0.677  0.07
H  -0.364  -1.221  2.537  0.13
H  -1.630  1.919  -1.054  0.06
H  0.770  1.737  -1.708  0.08
H  -1.481  0.506  -2.153  0.07

## ii
# C4H9O3

A cluster of 2 separate species, C4H9O3 in total (ωB97M-V/def2-TZVPD, the OMol25 dataset).

As for the net charge: -1.

Each line ends with the Löwdin charge.
Element x y z (Å)
O  -0.752  -1.340  1.659  -0.20
O  0.851  0.317  -2.302  -0.05
O  0.628  -0.911  -0.544  -0.09
C  1.599  1.411  -0.356  -0.04
C  -1.840  -0.570  1.390  -0.41
C  -1.307  0.698  0.844  -0.11
C  1.008  0.150  -1.106  -0.77
H  -1.475  1.596  1.479  0.07
H  1.205  2.265  -1.022  0.10
H  2.689  1.408  -0.646  0.07
H  1.542  1.481  0.651  0.00
H  -0.191  0.704  0.899  0.04
H  -2.546  -0.629  2.259  0.11
H  -1.512  0.890  -0.205  0.08
H  0.011  -1.257  0.838  0.11
H  -2.304  -1.120  0.608  0.08

## iii
# C4H9O3

A cluster of 2 separate species, C4H9O3 in total (ωB97M-V/def2-TZVPD, the OMol25 dataset).

As for the net charge: -1.

Each line ends with the Löwdin charge.
Element x y z (Å)
O  -1.200  -0.174  1.239  -0.10
O  3.290  -0.999  0.876  -0.16
O  -1.423  -1.953  -0.120  -0.10
C  -1.071  1.671  -0.806  -0.14
C  -1.370  -0.729  0.122  -0.77
C  1.864  -0.996  1.115  -0.14
C  -1.541  0.232  -1.069  -0.20
H  -0.151  1.655  -0.229  0.05
H  -1.061  -0.166  -1.962  0.09
H  1.401  -0.030  1.264  0.06
H  -0.986  2.244  -1.732  0.05
H  1.355  -1.401  0.223  0.08
H  3.531  -0.113  0.587  0.05
H  1.732  -1.671  1.946  0.07
H  -1.763  2.173  -0.132  0.06
H  -2.606  0.257  -1.321  0.09

## iv
# C4H9O3

A cluster of 2 separate species, C4H9O3 in total (ωB97M-V/def2-TZVPD, the OMol25 dataset).

As for the net charge: -1.

Each line ends with the Löwdin charge.
Element x y z (Å)
O  -0.129  1.075  0.857  -0.05
O  -1.449  -2.516  0.523  -0.18
O  -0.336  -0.523  -0.718  -0.10
C  0.820  1.439  -1.344  -0.20
C  -0.610  -2.424  1.649  -0.20
C  1.593  2.627  -0.882  -0.16
C  0.059  0.602  -0.280  -0.70
H  1.029  3.397  -0.322  0.07
H  -0.082  -3.392  1.682  0.06
H  1.405  0.716  -1.922  0.10
H  0.140  -1.643  1.493  0.06
H  -1.395  -1.684  0.006  0.02
H  1.993  3.256  -1.695  0.05
H  2.479  2.656  -0.233  0.06
H  -1.156  -2.278  2.585  0.06
H  0.076  1.780  -2.074  0.10

iv is the most stable structure; the next one sits 0.0059 hartree above it.